[1]
Here is a structure of composition C18H27BeCl2N2O4 at a distorted geometry from the Open Molecules 2025 dataset. Energies are from the ωB97M-V functional and the def2-TZVPD basis.

**Energy relative to the best compared isomer or geometry (same formula, charge and spin)**: 134.2 kcal/mol
**Frontier orbital gap (alpha / beta)**: 4.6 / 2.8 eV
**E_LUMO (alpha / beta)**: 2.24 / 2.24 eV
**Charge**: -1

Geometry (Å):
Cl 2.16 -0.95 -0.54
Cl -0.05 1.11 2.29
O -3.65 0.16 0.58
O 0.00 -0.27 -2.31
O 1.61 2.08 0.43
O -0.55 1.91 -0.16
N 3.81 1.64 0.42
N -1.10 1.33 -3.45
C -0.88 -3.19 -2.90
C -3.94 -4.46 2.00
C 2.64 1.41 0.93
C -3.75 -3.48 1.02
C 0.34 -3.05 -2.02
C -0.99 0.54 -2.41
C -3.30 -2.19 1.39
C -3.62 -4.16 3.33
C 1.49 -5.03 -0.72
C -2.73 -2.00 2.67
C 0.25 1.72 0.71
C -2.33 2.10 -3.62
C -3.52 -1.04 0.43
C -0.13 1.35 -4.55
C 0.67 -3.79 -0.95
C 4.98 0.86 0.83
C 3.94 2.65 -0.64
C -2.93 -2.98 3.64
Be 0.59 -1.47 -1.54
H 5.70 0.85 0.02
H -3.92 -3.68 -0.05
H -2.85 2.15 -2.66
H 3.64 3.63 -0.27
H 3.34 2.38 -1.52
H 5.00 2.67 -0.92
H -2.57 -2.81 4.66
H -1.61 -2.35 -2.88
H 2.09 -5.30 -1.59
H 4.67 -0.17 1.07
H 2.15 -4.90 0.17
H -2.99 1.63 -4.36
H -3.39 -1.41 -0.63
H -2.11 -1.13 2.86
H 0.26 -3.52 0.06
H 2.47 0.64 1.68
H 5.44 1.30 1.72
H -0.47 0.69 -5.36
H -3.94 -4.85 4.10
H -0.67 -3.30 -3.97
H -0.09 2.37 -4.95
H 0.87 1.05 -4.19
H -2.12 3.10 -3.98
H -4.38 -5.42 1.70
H 0.76 -5.81 -0.44
H -1.39 -4.12 -2.59
H -1.76 0.59 -1.63

---

[2]
Here is a structure of composition C33H50N6RbSSi at a distorted geometry from the Open Molecules 2025 dataset. Energies are from the ωB97M-V functional and the def2-TZVPD basis.

**Energy relative to the best compared isomer or geometry (same formula, charge and spin)**: 0.0 kcal/mol
**Frontier orbital gap**: 4.3 eV
**E_LUMO**: 1.74 eV
**Charge**: -1

Geometry (Å):
Rb -6.02 -13.28 15.49
S -4.71 -10.15 14.99
Si -2.92 -8.04 13.10
N -3.78 -12.90 17.81
N -6.98 -15.74 16.73
N -2.79 -11.95 14.58
N -3.23 -15.12 16.53
N -5.12 -16.40 15.06
N -6.48 -13.46 18.32
C -2.15 -14.61 17.35
C -10.07 -12.31 15.77
C -8.16 -14.26 19.99
C -4.50 -12.05 18.76
C -8.30 -13.36 12.60
C -3.76 -16.73 14.72
C -7.15 -16.91 16.06
C -4.32 -8.19 11.90
C -7.38 -14.30 18.66
C -9.06 -15.82 12.09
C -3.42 -7.08 14.59
C -1.02 -10.19 13.32
C -1.39 -7.20 12.33
C -8.30 -17.71 16.25
C -6.32 -18.40 14.11
C -6.08 -17.24 15.07
C -5.72 -12.75 19.31
C -0.65 -11.50 13.62
C -8.62 -12.36 13.59
C -8.88 -16.25 18.08
C -9.52 -12.96 14.52
C -9.14 -17.38 17.32
C -9.04 -14.56 12.89
C -8.18 -10.96 13.57
C -1.60 -12.35 14.17
C -7.74 -15.45 17.78
C -7.35 -13.17 11.50
C -3.18 -10.69 14.36
C -10.84 -15.15 14.74
C -9.83 -14.28 14.06
C -2.56 -13.52 18.35
C -2.80 -16.34 15.86
C -2.30 -9.77 13.65
H -9.25 -14.07 19.85
H -1.81 -16.16 15.43
H -4.74 -7.22 11.66
H -0.33 -9.47 12.85
H -8.48 -10.48 14.51
H -7.60 -12.26 10.89
H -4.06 -15.29 17.08
H -4.00 -8.68 10.96
H -5.09 -8.79 12.39
H -0.61 -7.24 13.11
H -1.55 -6.14 12.06
H -4.50 -7.09 14.70
H -10.53 -15.35 15.78
H -8.55 -18.57 15.63
H -9.01 -16.77 12.72
H -5.41 -13.52 20.08
H -6.50 -19.34 14.68
H -6.35 -11.97 19.80
H -11.82 -14.63 14.80
H 0.34 -11.91 13.37
H -8.64 -10.33 12.77
H -7.73 -13.51 20.66
H -10.02 -12.93 16.68
H -3.46 -12.28 17.02
H -6.30 -13.02 11.84
H -11.04 -16.11 14.23
H -10.02 -15.88 11.53
H -9.51 -15.98 18.92
H -1.41 -13.41 14.22
H -9.49 -11.39 16.01
H -7.06 -10.88 13.44
H -8.10 -15.25 20.52
H -1.35 -14.14 16.70
H -2.78 -14.00 19.32
H -3.45 -16.19 13.83
H -3.16 -6.02 14.57
H -7.34 -14.04 10.81
H -10.01 -17.97 17.57
H -3.91 -11.77 19.65
H -11.14 -12.02 15.65
H -1.04 -7.74 11.42
H -1.75 -12.77 18.40
H -7.19 -18.29 13.50
H -5.46 -18.56 13.44
H -3.65 -17.80 14.51
H -8.27 -15.85 11.32
H -2.66 -17.19 16.55
H -1.67 -15.40 17.90
H -3.01 -7.55 15.48
H -4.83 -11.14 18.28

---

[3]
Here is a structure of composition C16H54BO25P5Sb at a distorted geometry from the Open Molecules 2025 dataset. Energies are from the ωB97M-V functional and the def2-TZVPD basis.

**Frontier orbital gap**: 1.6 eV
**E_LUMO**: -2.12 eV
**Charge**: -1

Geometry (Å):
Sb 1.73 3.04 -7.91
P 0.27 0.99 7.66
P -1.90 2.15 -3.12
P -2.82 5.25 3.23
P 6.23 -4.07 -5.94
P -1.87 -5.84 4.68
O -1.32 0.93 8.35
O -0.45 2.18 -3.62
O -2.22 4.16 4.31
O -2.07 3.82 -3.54
O -1.89 2.53 -1.51
O 6.06 -2.40 -6.36
O -1.04 -4.47 4.28
O -0.08 -0.37 6.80
O -1.40 0.79 -9.24
O -1.72 0.48 -2.69
O -1.26 -6.42 5.96
O -2.95 -4.88 5.63
O 7.68 -4.04 -6.44
O -4.30 4.92 2.99
O -0.13 2.22 6.83
O 1.86 1.06 6.98
O 6.23 -3.69 -4.33
O 6.41 -5.74 -5.51
O -0.79 -6.80 3.74
O 2.63 -0.07 -6.65
O -2.38 4.23 1.91
O 0.14 2.80 -9.20
O -1.65 2.53 -7.31
O 2.19 -0.07 -7.88
O -3.27 6.27 4.56
C -1.04 3.80 1.83
C -1.71 -3.52 3.47
C -3.00 2.09 -0.73
C 4.99 -1.68 -5.79
C -4.29 -4.86 5.17
C -2.81 -0.34 -3.06
C 2.63 1.14 -8.61
C 5.13 -4.13 -3.56
C -0.27 -1.57 7.52
C 2.66 -0.09 7.09
C -1.07 4.55 5.06
C -0.60 -6.44 2.39
C -3.14 4.54 -2.97
C -1.36 0.72 9.74
C 5.32 -6.56 -5.88
C -2.60 7.52 4.59
B -0.97 2.04 -8.55
H 3.10 3.35 -6.82
H -0.88 2.94 2.49
H -1.39 4.90 6.05
H 4.25 -4.30 -4.18
H -0.51 5.33 4.55
H 0.22 -1.53 8.49
H -0.43 3.68 5.19
H -0.36 4.61 2.10
H -0.98 -3.07 2.78
H -3.34 5.42 -3.58
H 0.88 2.29 -6.58
H -4.95 -5.09 6.00
H 5.26 -1.35 -4.78
H -4.04 3.92 -2.93
H -2.01 1.47 10.20
H 4.81 -6.90 -4.98
H -2.72 1.17 -0.21
H 1.01 4.58 -7.45
H -4.45 -5.60 4.37
H -2.51 -3.98 2.89
H 4.90 -3.36 -2.81
H -1.92 7.53 5.46
H 2.27 0.99 -9.74
H -3.88 1.92 -1.36
H -0.83 3.49 0.81
H -1.78 -0.27 9.94
H 4.79 -0.80 -6.40
H 0.15 -2.40 6.94
H -3.33 8.32 4.71
H 2.55 3.93 -9.22
H 2.40 -0.81 6.30
H -2.43 -1.21 -3.60
H 5.70 -7.43 -6.42
H 1.99 0.48 -6.07
H 5.41 -5.05 -3.03
H -4.52 -3.86 4.79
H -1.35 -1.74 7.66
H 0.14 -5.64 2.32
H -2.87 4.87 -1.96
H -2.53 2.98 -7.56
H -0.36 0.78 10.18
H 3.81 1.22 -8.67
H -2.01 7.69 3.68
H 4.09 -2.30 -5.75
H 3.71 0.20 6.96
H -3.23 2.86 0.01
H -3.32 -0.68 -2.16
H 4.61 -6.02 -6.52
H -2.12 -2.73 4.11
H -0.20 -7.31 1.85
H -1.54 -6.14 1.93
H 2.55 -0.56 8.07
H -3.52 0.20 -3.70
H -2.07 0.29 -8.69

---

[4]
Here is a cluster of 2 separate species, C5H14N in total at a distorted geometry from the Open Molecules 2025 dataset. Energies are from the ωB97M-V functional and the def2-TZVPD basis.

**Energy relative to the best compared isomer or geometry (same formula, charge and spin)**: 37.0 kcal/mol
**Frontier orbital gap**: 8.9 eV
**E_LUMO**: -5.53 eV
**Charge**: +1

Geometry (Å):
N 2.13 1.84 1.27
C -1.29 -0.44 0.18
C -0.75 0.99 0.42
C -1.17 -1.04 -1.24
C -1.75 -2.49 -1.32
C 2.92 1.07 0.65
H -2.88 -2.40 -1.21
H -1.57 -2.93 -2.33
H -0.10 -1.01 -1.54
H 2.50 0.36 -0.06
H 3.98 1.24 0.79
H -0.84 -1.12 0.89
H 2.51 2.51 1.98
H 0.17 1.19 -0.20
H -1.43 1.75 0.08
H -0.57 1.16 1.49
H 1.06 1.71 1.17
H -1.32 -3.13 -0.59
H -2.37 -0.40 0.45
H -1.74 -0.38 -1.92